No. 1
C8H16OS | the ωB97M-V functional and the def2-TZVPD basis

CARTESIAN COORDINATES (ANGSTROEM)
C 1.26358 -0.70420 -0.57929
C 1.38665 -1.88926 -0.03768
C 1.82295 -3.11969 -0.86495
C 1.52335 -2.09501 1.46409
C -1.78456 0.43797 0.24118
C -1.19186 2.92098 0.94275
C -0.52178 2.16583 -1.28007
C -0.87840 1.64161 0.15043
O 0.69451 0.90427 2.14423
S 0.88454 1.44764 0.76722
H 1.11248 -0.40599 -1.64574
H 2.90485 -3.38302 -0.82463
H 1.73586 -3.00267 -1.87941
H 1.23394 -3.92977 -0.76714
H 2.53480 -2.76154 1.61881
H 1.64099 -1.07041 1.77661
H 0.70089 -2.67320 1.73470
H -2.81662 0.89332 0.25868
H -1.57277 -0.21250 -0.66968
H -1.45719 -0.28500 1.12156
H -0.35176 3.57863 1.01297
H -1.52692 2.50269 1.86685
H -2.00568 3.44246 0.58580
H -0.10825 3.22009 -1.32121
H 0.10137 1.51381 -1.82457
H -1.32896 2.32191 -2.05781

Results
F_max: 4.34 eV/Å
energy: -21432.990 eV
relative energy (zero: lowest compared OMol25 entry of this formula, charge and spin): 5.5685 eV
E_HOMO (alpha / beta): -0.3013 / -0.3010 Eh
LUMO (alpha / beta): -0.12 / -0.08 eV
frontier orbital gap (alpha / beta): 8.1 / 8.1 eV

No. 2
C8H16OSi | the ωB97M-V functional and the def2-TZVPD basis

CARTESIAN COORDINATES (ANGSTROEM)
C 2.16079 1.40039 1.32880
C 1.61007 0.45179 0.86481
C 0.65927 -0.60609 0.37921
C 0.05447 -1.38615 1.54517
O 1.29872 -1.35073 -0.59680
C 2.64627 -1.57074 -0.37024
Si -0.77285 0.53632 -0.41614
C -2.41040 -0.35434 -0.73713
C -1.22954 2.00254 0.76807
C -0.06614 1.23683 -1.96727
H 2.76894 2.25175 1.55094
H 0.13967 -0.84147 2.44296
H -0.96895 -1.33913 1.32448
H 0.40978 -2.40947 1.54901
H 2.99680 -2.60150 -0.40908
H 3.04929 -1.19246 0.54727
H 3.27511 -0.90371 -1.12041
H -2.95482 -0.70072 0.11808
H -2.95015 0.28303 -1.38965
H -2.25327 -1.37108 -1.32098
H -1.88048 1.60412 1.60870
H -0.28144 2.24189 1.22077
H -1.59254 2.89071 0.31459
H 0.47266 2.16167 -1.79701
H 0.80535 0.65604 -2.06772
H -0.69886 1.50144 -2.79042

Results
F_max: 3.88 eV/Å
energy: -18477.431 eV
relative energy (zero: lowest compared OMol25 entry of this formula, charge and spin): 3.2195 eV
E_HOMO: -0.3347 Eh
LUMO: 0.88 eV
frontier orbital gap: 10.0 eV
SMILES: C#C[C@](C)(OC)[Si](C)(C)C

No. 3
C8H16P2 | the ωB97M-V functional and the def2-TZVPD basis

CARTESIAN COORDINATES (ANGSTROEM)
C -0.60144 0.62110 1.31468
C 0.44232 0.35209 0.77268
C -4.00098 2.74801 0.31885
C 2.70745 -3.07665 -1.31085
C -2.92799 -0.77444 1.37464
C 4.06174 0.51761 -0.12351
C -2.70455 2.02719 0.25683
C 2.67446 -1.54397 -1.26553
P -2.30587 1.01279 1.69114
P 3.04285 -0.89167 0.42931
H -4.04098 3.71690 -0.23177
H -4.74850 2.15861 -0.28599
H -4.24592 2.76049 1.43971
H 2.12020 -3.45346 -2.24130
H 3.69090 -3.62127 -1.16084
H 2.24386 -3.54849 -0.37963
H -2.45219 -1.18153 2.27239
H -2.63740 -1.38455 0.53338
H -4.01382 -0.86011 1.46337
H 4.82860 0.19950 -0.87032
H 4.79192 1.05351 0.53304
H 3.28186 1.25965 -0.34003
H -1.82621 2.74322 0.03094
H -2.54007 1.45269 -0.66391
H 1.69349 -1.09448 -1.57516
H 3.46628 -1.19273 -1.98211

Results
F_max: 4.66 eV/Å
energy: -27124.996 eV
spin multiplicity: 3
E_HOMO (alpha / beta): -0.2553 / -0.3117 Eh
LUMO (alpha / beta): 0.93 / -3.02 eV
frontier orbital gap (alpha / beta): 7.9 / 5.5 eV

No. 4
C8H16Si | the ωB97M-V functional and the def2-TZVPD basis

CARTESIAN COORDINATES (ANGSTROEM)
C 0.47348 0.73252 3.14343
C 1.20432 0.43705 2.09294
Si 0.93498 0.72910 0.32089
C 1.28075 2.63569 -0.02565
C 1.31084 -0.54883 -1.03052
C 2.27286 -1.61347 -0.47143
H 0.94362 0.59948 4.14990
H -0.62354 1.08389 3.23733
H 0.81081 3.05663 -1.06733
H 0.66281 3.07744 0.77376
H 2.31704 2.87719 -0.01900
H 0.40202 -1.08596 -1.27599
H 1.91533 -0.17104 -1.83859
H 1.91309 -2.22408 0.40338
H 2.41434 -2.41806 -1.27267
H 3.16031 -1.16811 -0.22793
C -2.00457 -1.64956 -1.58163
C -2.50295 -0.42307 -1.40345
C -2.55815 0.02671 0.08321
H -1.83773 -2.14887 -2.50928
H -2.08028 -2.36763 -0.75855
H -2.62687 0.29771 -2.15423
H -2.33609 -0.81319 0.66095
H -1.90078 0.75913 0.45389
H -3.54563 0.31932 0.31656

Results
F_max: 4.04 eV/Å
energy: -16428.051 eV
relative energy (zero: lowest compared OMol25 entry of this formula, charge and spin): 5.5225 eV
E_HOMO: -0.2765 Eh
LUMO: 0.12 eV
frontier orbital gap: 7.6 eV
SMILES: C=C=[Si](C)CC.C=CC

Q: Which of these has the lowest F_max?
A: C8H16OSi

Q: Among the records above, which one has the highest F_max?
A: C8H16P2

Q: Look up the energy of the third one.
A: -27124.996 eV

What did the second record say?
C8H16OSi | the ωB97M-V functional and the def2-TZVPD basis

CARTESIAN COORDINATES (ANGSTROEM)
C 2.16079 1.40039 1.32880
C 1.61007 0.45179 0.86481
C 0.65927 -0.60609 0.37921
C 0.05447 -1.38615 1.54517
O 1.29872 -1.35073 -0.59680
C 2.64627 -1.57074 -0.37024
Si -0.77285 0.53632 -0.41614
C -2.41040 -0.35434 -0.73713
C -1.22954 2.00254 0.76807
C -0.06614 1.23683 -1.96727
H 2.76894 2.25175 1.55094
H 0.13967 -0.84147 2.44296
H -0.96895 -1.33913 1.32448
H 0.40978 -2.40947 1.54901
H 2.99680 -2.60150 -0.40908
H 3.04929 -1.19246 0.54727
H 3.27511 -0.90371 -1.12041
H -2.95482 -0.70072 0.11808
H -2.95015 0.28303 -1.38965
H -2.25327 -1.37108 -1.32098
H -1.88048 1.60412 1.60870
H -0.28144 2.24189 1.22077
H -1.59254 2.89071 0.31459
H 0.47266 2.16167 -1.79701
H 0.80535 0.65604 -2.06772
H -0.69886 1.50144 -2.79042

Results
F_max: 3.88 eV/Å
energy: -18477.431 eV
relative energy (zero: lowest compared OMol25 entry of this formula, charge and spin): 3.2195 eV
E_HOMO: -0.3347 Eh
LUMO: 0.88 eV
frontier orbital gap: 10.0 eV
SMILES: C#C[C@](C)(OC)[Si](C)(C)C